1.
Below is a cluster of 2 separate species, C4H11ClNO4P in total, with properties calculated with ωB97M-V/def2-TZVPD.

Structure (XYZ):
```
22
Properties=species:S:1:pos:R:3
O -3.0339 -2.3844 0.6960
H -1.5317 1.2412 0.7019
H 0.4251 0.4795 -1.1391
H 0.7378 1.3868 0.4496
C 1.6172 -2.0019 -0.3560
C 1.3872 -0.7383 0.5890
C -1.1428 0.1802 0.4153
H 0.5426 3.8884 -0.9614
H 2.1145 3.8092 -1.4077
O 1.4681 3.6852 -0.6711
H 3.4546 -2.0929 0.3411
H 2.4124 -0.2338 0.7563
P -3.4895 -0.8845 -0.0320
H -3.7414 -2.5959 1.3430
N -1.9934 -0.2725 -0.7262
C 0.3971 0.3750 0.0019
H 1.0394 -1.1291 1.6126
O 0.7846 -2.5191 -1.1109
O 2.9215 -2.6179 -0.3033
Cl -4.7947 -1.2937 -1.6554
H -1.2963 -0.4936 1.3314
H 1.7215 4.2120 0.1250
```

The value obtained for the LUMO energy is -0.105 Ha. The calculation puts the frontier orbital gap at 2.5 eV.

=====

2.
Below is an isolated molecule of C5H4S, with properties calculated with ωB97M-V/def2-TZVPD.

Structure (XYZ):
```
10
Properties=species:S:1:pos:R:3
H -2.2242 -1.4726 0.8110
H -1.9644 1.2186 -0.9754
C -1.7068 0.7940 -0.0182
C -0.3031 0.4112 -0.0124
C 3.3798 -0.4682 -0.0214
H -1.9522 1.3526 0.7989
S -2.6657 -0.7210 -0.1438
C 0.9098 0.0817 -0.1412
C 2.1788 -0.3322 -0.1232
H 4.3480 -0.8641 -0.1742
```

The value obtained for the LUMO energy is 0.023 Ha. The calculation puts the frontier orbital gap at 9.6 eV. Its energy relative to the best compared isomer or geometry (same formula, charge and spin) is 256.5 kJ/mol.

=====

3.
Below is a cluster of 4 separate species, C12H31NO7 in total, with properties calculated with ωB97M-V/def2-TZVPD.

Structure (XYZ):
```
51
Properties=species:S:1:pos:R:3
H -1.9077 -4.4598 -1.7319
C 3.3330 -1.4757 -0.5780
O -3.5992 2.0718 2.2821
H -1.4683 4.9115 2.1100
C 1.2626 -2.2514 0.3267
C -2.7734 -0.5111 -0.1181
O 4.5185 -2.0901 -2.5583
H -3.3333 1.3040 0.1578
H -4.4716 1.1880 3.9805
H -2.7262 2.4427 2.1028
H 6.2744 -3.1740 -2.7887
C 0.2216 -3.3357 0.4564
C 5.7359 -2.3237 -3.2251
C 4.6710 -1.8236 -1.1839
C 0.1481 1.1627 -0.9682
H -0.4597 -2.9611 1.2296
H 0.6774 -4.2778 0.7724
H -3.5479 -0.9410 0.5381
H 2.1325 -2.8366 -1.4024
H -2.3819 6.2403 -0.4893
O -0.4129 -3.4551 -0.8002
H 3.5396 -1.0881 0.4282
O -3.2317 0.7435 -0.6229
H 5.3897 -1.0116 -1.0212
C -1.8408 4.8479 1.0807
H 0.6826 -1.4073 -0.0793
O 0.0635 2.5809 -0.7407
H -2.9217 6.7244 1.1545
O -0.9044 4.2389 0.2040
C -1.5293 -4.2991 -0.7248
H -2.3526 -3.8398 -0.1585
N 2.4407 -2.6253 -0.4547
O -0.9867 2.2164 1.2165
H -2.7119 4.1931 1.1773
H -2.7270 1.4841 4.0982
C -2.1422 6.2382 0.5728
C -0.6661 2.9376 0.3027
H 6.3841 -1.4447 -3.2679
H 2.8900 -0.5931 -1.0603
H -1.3647 -5.2615 -0.2319
H 1.6610 -1.9531 1.3006
H -1.2500 6.8601 0.6795
H 5.4446 -2.6338 -4.2297
H -2.5996 -1.2000 -0.9363
H -1.9407 -0.3611 0.5792
H 0.9008 0.7923 -0.2740
H -3.4037 0.1946 3.0671
H -0.8059 0.6432 -0.9560
C -3.5384 1.2285 3.4163
H 5.0702 -2.6989 -0.6567
H 0.5579 1.0895 -1.9751
```

The value obtained for the LUMO energy is 0.029 Ha. The calculation puts the frontier orbital gap at 9.9 eV. Its energy relative to the best compared isomer or geometry (same formula, charge and spin) is 0.0 kJ/mol.

=====

4.
Below is a structure of composition C44H51AsBaClF4N3O4Si2Te, with properties calculated with ωB97M-V/def2-TZVPD.

Structure (XYZ):
```
112
Properties=species:S:1:pos:R:3
Te -2.5933 1.6453 -1.6048
C 5.0313 2.4956 -1.7561
H 1.1182 -6.1218 -1.1266
H -2.8498 2.1791 3.2900
C -6.4203 1.1284 -2.7112
H -6.6204 1.2028 -3.7874
C 0.8706 -4.9447 0.6706
H 0.5905 0.9262 3.2850
As 2.2646 -0.7181 -2.1343
H -3.7930 5.1410 -4.9501
C 0.7096 -5.2302 -0.6717
Cl 5.2697 -1.7388 0.2308
H -6.0590 -1.1347 -0.1723
H -2.0381 3.0361 1.9483
H -4.9856 4.9507 -2.3101
H -0.6923 1.6293 4.2953
H -1.0905 5.7262 -0.9891
H 6.4684 -2.6970 -4.0855
H -5.8831 -1.6736 -4.2838
C -2.3933 2.0659 2.2907
H -1.5915 -0.0567 -5.6704
H 1.0632 5.2253 0.9063
H 4.0936 3.0631 3.0006
C 4.6394 -1.9152 -3.2851
O -1.0307 3.3913 -0.1860
C 4.5974 3.3479 -2.7668
H -7.3765 0.9895 -2.1939
C 1.2187 3.1125 0.5438
H 0.0630 2.5827 2.9949
C 2.8551 1.7899 -3.3478
H 5.0956 4.2977 -2.9264
F 1.5293 -5.8303 1.4496
C 3.5154 2.9944 -3.5626
C -0.2855 -2.7853 0.5413
H 0.1613 -1.1281 2.8339
C 0.1109 3.0017 -0.4836
O 0.4109 2.3652 -1.5392
H -2.1042 5.6661 -5.1228
H -6.8177 -2.0985 -2.8327
C -2.1633 3.0837 -3.1215
H 5.3526 -3.8822 -5.9594
C 5.3910 -2.6466 -4.1982
Si -2.5605 4.8786 -2.7885
H -0.6632 2.1026 -6.4426
C 3.5149 -1.5716 -0.3724
C 1.6518 1.3364 -4.0922
H -4.2846 -1.1752 -0.2556
C 1.5747 4.3022 1.1483
C 2.8587 1.9467 1.6389
H 3.3514 0.9918 1.8023
H -5.1188 0.3586 0.0398
H -2.8802 -0.6289 -3.0648
H 5.1244 -1.4168 -2.4571
F -1.1696 -2.2717 -1.6091
C 2.6365 -2.5164 -4.4559
C 3.2985 0.9334 -2.3320
H -4.0962 6.1555 -1.3506
N -0.7743 -1.6124 0.9724
H -4.0801 4.4456 -0.8710
C 0.4103 -3.7894 1.2651
C -3.5429 0.2363 -2.9648
C 1.1581 0.0960 -3.6751
C 3.2760 3.0923 2.2919
C -0.2787 1.5841 3.2741
H 5.8656 2.7804 -1.1260
H -0.1782 5.4861 -2.4821
H -3.1618 1.7227 1.5950
H -3.5948 0.7310 -3.9382
C -4.0728 5.1256 -1.7281
C -0.0233 -0.3868 -4.2273
H -5.9868 2.0804 -2.3772
F 0.7027 -3.6114 2.5768
H -2.7132 2.7363 -3.9994
O 3.4802 5.4015 3.9301
C -5.1752 -0.5849 -0.5139
H -5.1346 -2.6425 -3.0005
C 0.0282 -4.2724 -1.4024
C 1.0022 2.0559 -5.0883
H 1.3786 3.0217 -5.4099
C -1.7865 -0.2196 2.6993
O 3.0403 6.6086 2.0499
C -0.8262 -1.3604 2.4105
H -1.2001 -2.2285 2.9632
H -0.4385 -1.3313 -3.8834
Ba 0.0979 0.4740 -0.4479
C 3.2571 -1.8372 -3.4124
H -1.2455 6.8977 -2.3232
Si -5.2248 -0.2566 -2.3508
N -1.2875 1.1118 2.3251
C -5.8238 -1.8113 -3.1965
C 2.6276 4.3014 2.0539
C -0.4569 -3.1304 -0.8278
H -2.0477 -0.2298 3.7722
F -0.1911 -4.4690 -2.7210
H -2.6987 -0.4062 2.1280
C 3.3849 -3.2548 -5.3661
C 3.0591 5.5860 2.7673
H 2.8834 -3.7820 -6.1699
H -3.2736 6.7043 -4.2825
C -1.1362 5.8360 -2.0782
C -2.9688 5.6624 -4.4458
H 3.1382 -2.5926 -0.4144
H 1.5609 -2.4827 -4.5628
H -1.0925 2.9721 -3.3199
H 3.1763 3.6727 -4.3379
N 1.8270 1.9405 0.7831
C 4.3837 1.2832 -1.5412
C 4.7669 -3.3154 -5.2449
H 2.9984 -1.1021 0.4727
C -0.6767 0.3277 -5.2321
C -0.1548 1.5424 -5.6661
H 4.7144 0.6068 -0.7632
```

The value obtained for the LUMO energy is 0.125 Ha. As for the total charge: -2. The calculation puts the frontier orbital gap at 5.6 eV. Its energy relative to the best compared isomer or geometry (same formula, charge and spin) is 234.2 kJ/mol.

=====

5.
Below is a cluster of 3 separate species, C5H14O2 in total, with properties calculated with ωB97M-V/def2-TZVPD.

Structure (XYZ):
```
21
Properties=species:S:1:pos:R:3
H 0.1566 -0.9209 -3.3439
O 0.9814 0.8693 1.4875
O 5.1419 -1.0617 4.1374
H -3.2178 -0.1307 -1.9634
H 4.7499 -0.4309 3.4617
H 1.2309 1.6701 1.1945
H -0.4445 2.1663 -1.2300
H -2.9266 -1.5677 -0.0136
H -0.2571 -1.6517 -1.8161
H 0.6358 0.8336 2.3151
H -1.4855 -1.5513 -3.2097
C -0.6992 -0.9889 -2.5798
H -3.8344 0.0576 0.3503
H 0.9258 1.1701 -1.9047
C -2.8793 -0.4380 0.1379
C -2.4622 0.2943 -1.2345
C -0.1924 1.2194 -1.6809
H -2.2846 -0.0886 0.9690
H -2.7479 1.4114 -1.2371
H 4.4798 -1.2268 4.7216
C -1.0946 0.2129 -1.8582
```

The value obtained for the LUMO energy is 0.022 Ha. The calculation puts the frontier orbital gap at 9.4 eV. Its energy relative to the best compared isomer or geometry (same formula, charge and spin) is 202.5 kJ/mol.

=====

6.
Below is a cluster of 2 separate species, C9H9NO2S in total, with properties calculated with ωB97M-V/def2-TZVPD.

Structure (XYZ):
```
22
Properties=species:S:1:pos:R:3
N -1.4901 -0.8329 0.4408
C -3.3191 0.6008 0.2018
H 0.7562 2.3215 0.3770
H 4.4394 0.1134 0.5446
C 3.3361 0.0127 0.3862
H -3.8217 0.9852 1.1238
C -0.8363 0.2454 -0.2360
H 0.7383 -1.8145 -0.7621
C 1.2666 -0.9771 -0.4011
H -3.3699 -1.5678 0.9500
C -2.7522 -0.7402 0.6677
O -1.1159 -0.4494 -2.1243
H -0.3886 -0.0204 -2.4912
C 1.2975 1.3531 0.2460
H 2.8181 -2.1602 -0.0882
C 2.6747 1.2523 0.4305
O -0.7976 -1.8050 0.7820
C 0.6021 0.2408 -0.2105
C 2.5828 -1.1196 -0.0187
H 3.2802 2.0864 0.7257
S -1.7857 1.6205 0.0428
H -4.1147 0.6551 -0.5868
```

The value obtained for the LUMO energy (alpha / beta) is -0.023 / -0.023 Ha. The calculation puts the frontier orbital gap (alpha / beta) at 8.3 / 8.3 eV. Its energy relative to the best compared isomer or geometry (same formula, charge and spin) is 355.4 kJ/mol.